Computed, not measured: a 4-piece molecular cluster, C20H32F9N5O9PS overall in a non-equilibrium geometry, with ωB97M-V/def2-TZVPD.

Total charge = +1
Relative energy (zero: lowest compared OMol25 entry of this formula, charge and spin) = 487.4 kJ/mol
Gap between HOMO and LUMO = 8.03 eV
Spin multiplicity = 1
E_LUMO = -3.964 eV

Cartesian coordinates (Å):
C 3.39 -1.45 1.73
C 3.19 -0.45 0.47
O 3.43 -0.90 -0.68
N 2.79 0.95 0.69
C 1.31 1.07 0.93
C 0.59 1.00 -0.51
C -0.56 2.10 -0.74
C -1.50 2.35 0.53
C -2.13 1.03 1.15
N -1.86 -0.35 0.89
C -2.72 -1.20 1.68
N -2.65 -2.54 1.55
P -1.47 -3.28 0.47
O -1.42 -2.58 -1.07
O -1.79 -4.95 0.21
S 0.25 -3.22 1.41
N -3.53 -0.34 2.50
N -3.16 0.92 2.16
H 3.41 -2.52 1.33
H 4.42 -1.28 2.22
H 2.55 -1.27 2.47
H 3.31 1.35 1.49
H 1.08 2.03 1.50
H 0.98 0.13 1.51
H 0.23 -0.07 -0.73
H 1.43 1.19 -1.28
H -1.17 1.80 -1.65
H -0.03 3.09 -0.97
H -2.40 2.98 0.15
H -0.99 3.03 1.31
H -3.30 -3.10 2.12
H -0.58 -2.83 -1.53
H -0.88 -5.30 0.00
H -4.22 -0.66 3.19
H -3.54 1.81 2.54
C -0.73 -1.80 5.44
C 0.60 -2.44 5.80
O 1.56 -1.45 6.17
C 1.48 -0.99 7.43
O 0.66 -1.36 8.23
C 2.59 0.02 7.71
F 2.73 0.92 6.71
F 3.79 -0.58 7.85
F 2.38 0.72 8.83
H -0.59 -1.04 4.67
H -1.44 -2.54 5.08
H -1.17 -1.29 6.31
H 1.00 -2.96 4.92
H 0.48 -3.19 6.59
C 5.46 0.34 -3.39
C 4.24 -0.30 -4.02
O 3.94 0.31 -5.29
C 4.67 -0.12 -6.34
O 5.53 -0.96 -6.27
C 4.21 0.57 -7.62
F 4.05 1.89 -7.46
F 3.03 0.08 -8.06
F 5.09 0.41 -8.63
H 5.33 1.42 -3.32
H 5.64 -0.06 -2.40
H 6.35 0.17 -4.00
H 3.37 -0.14 -3.38
H 4.36 -1.38 -4.13
C -4.41 1.06 -4.94
C -4.61 0.63 -3.50
O -4.62 1.78 -2.63
C -5.78 2.46 -2.55
O -6.77 2.17 -3.16
C -5.65 3.61 -1.56
F -4.51 4.31 -1.72
F -5.65 3.18 -0.28
F -6.66 4.49 -1.67
H -3.51 1.66 -5.05
H -4.33 0.18 -5.59
H -5.25 1.67 -5.29
H -3.77 0.00 -3.18
H -5.52 0.04 -3.37

Computed, not measured: C20H32Ge2N2O3Sc as an isolated structure in a non-equilibrium geometry, with ωB97M-V/def2-TZVPD.

Total charge = +1
Gap between HOMO and LUMO = 7.44 eV
Spin multiplicity = 1
E_LUMO = -4.099 eV

Cartesian coordinates (Å):
Sc -1.69 -1.58 0.50
N -1.62 -3.85 0.99
C -2.30 -3.89 2.32
C -3.53 -2.98 2.24
O -4.63 -3.41 2.46
N -3.21 -1.70 1.82
C -4.36 -0.90 1.37
C -4.23 -0.55 -0.11
O -5.00 0.11 -0.72
O -3.04 -1.03 -0.66
H -2.22 -4.34 0.33
H -0.76 -4.40 1.03
H -1.61 -3.52 3.08
H -2.64 -4.88 2.60
H -4.44 0.04 1.92
H -5.29 -1.44 1.52
C 1.94 -0.90 3.06
C 0.81 -1.62 2.30
Ge 1.05 -1.33 0.36
C 1.81 -2.93 -0.45
C 3.29 -3.00 -0.05
C 2.13 0.21 0.00
C 1.48 1.23 -0.56
Ge -0.35 0.71 -0.92
C -0.73 0.15 -2.73
C -0.58 1.26 -3.77
C -1.74 1.72 -0.01
C -1.48 3.24 -0.06
C 2.09 2.55 -0.89
C 1.56 3.36 -1.89
C 2.14 4.57 -2.22
C 3.28 5.00 -1.55
C 3.82 4.20 -0.55
C 3.24 2.99 -0.22
H 1.88 -1.13 4.12
H 1.86 0.18 2.94
H 2.92 -1.20 2.70
H -0.16 -1.27 2.68
H 0.83 -2.70 2.48
H 1.68 -2.90 -1.53
H 1.27 -3.81 -0.09
H 3.84 -2.13 -0.41
H 3.75 -3.88 -0.49
H 3.42 -3.07 1.03
H 3.20 0.27 0.22
H -1.74 -0.24 -2.72
H -0.05 -0.68 -2.95
H -1.24 2.11 -3.57
H -0.85 0.88 -4.76
H 0.44 1.63 -3.85
H -1.80 1.42 1.04
H -2.68 1.47 -0.48
H -0.53 3.52 0.38
H -2.27 3.75 0.48
H -1.49 3.61 -1.09
H 0.67 3.05 -2.43
H 1.71 5.18 -3.00
H 3.74 5.94 -1.80
H 4.70 4.53 -0.01
H 3.66 2.39 0.57

Computed, not measured: C20H32MnN6O7 as an isolated structure in a non-equilibrium geometry, with ωB97M-V/def2-TZVPD.

Total charge = +1
Gap between HOMO and LUMO (spin up / spin down) = 5.30 / 5.12 eV
Spin multiplicity = 5
E_LUMO (spin up / spin down) = -4.776 / -4.956 eV

Cartesian coordinates (Å):
O 3.51 -2.84 -2.17
H 4.46 -2.91 -1.89
Mn 3.17 -0.48 0.49
N 1.59 -1.01 2.19
N 1.64 -2.22 -0.10
N 2.25 1.29 0.80
N 2.60 0.11 -1.39
O 1.04 -0.25 3.09
O 1.70 1.84 1.88
O 1.92 -0.46 -2.35
O 1.08 -2.53 -1.19
C 1.28 -2.96 0.98
C 1.22 -2.30 2.23
C 2.48 2.14 -0.21
C 2.72 1.47 -1.44
C 0.51 -2.88 3.39
H -0.54 -2.62 3.34
H 0.92 -2.53 4.33
H 0.56 -3.96 3.38
C 0.66 -4.28 0.72
H 1.41 -5.01 0.36
H -0.12 -4.15 -0.06
H 0.19 -4.67 1.63
C 2.31 3.60 -0.09
C 2.80 2.23 -2.69
H 1.97 3.93 0.88
H 1.56 3.92 -0.82
H 3.23 4.13 -0.32
H 2.92 1.55 -3.53
H 3.63 2.95 -2.68
H 1.87 2.79 -2.80
H 1.45 1.01 2.51
H 1.66 -1.41 -2.01
C 4.21 -0.15 1.99
H 3.81 -0.63 2.87
H 4.22 0.91 2.16
H 5.19 -0.60 1.73
O 2.33 -0.86 5.72
H 3.17 -0.36 5.91
H 2.10 -0.52 4.84
C -4.91 1.56 -0.76
N -3.59 1.40 -0.20
N -2.67 0.63 -0.83
C -1.54 0.45 -0.02
O -0.50 -0.14 -0.37
C -1.91 1.12 1.23
C -3.16 1.66 1.05
C -4.02 2.41 2.00
C -2.79 0.17 -2.15
C -3.19 1.05 -3.15
C -3.42 0.55 -4.43
C -3.18 -0.80 -4.70
C -2.70 -1.66 -3.70
C -2.47 -1.16 -2.42
H -5.53 2.07 -0.04
H -5.36 0.61 -0.99
H -4.88 2.16 -1.66
H -1.22 1.12 2.08
H -4.39 3.34 1.56
H -4.89 1.83 2.32
H -3.45 2.68 2.90
H -3.29 2.12 -2.93
H -3.77 1.23 -5.22
H -3.34 -1.20 -5.71
H -2.49 -2.71 -3.90
H -2.02 -1.76 -1.63

Computed, not measured: a 2-piece molecular cluster, C20H32N2O3 overall in a non-equilibrium geometry, with ωB97M-V/def2-TZVPD.

Structure (SMILES) = CNC(=O)[C@H](Cc1ccccc1)NC(C)=O.C=C[C@@H](O)CCCCC
Relative energy (zero: lowest compared OMol25 entry of this formula, charge and spin) = 46.6 kJ/mol
Gap between HOMO and LUMO = 9.96 eV
Spin multiplicity = 1
E_LUMO = 0.596 eV

Cartesian coordinates (Å):
C 4.47 5.23 -1.42
N 4.56 3.98 -2.17
C 4.16 2.73 -1.89
O 4.37 1.89 -2.75
C 3.45 2.29 -0.57
C 2.08 1.66 -0.89
C 1.28 1.19 0.31
C 1.38 -0.14 0.76
C 0.62 -0.57 1.86
C -0.24 0.32 2.53
C -0.35 1.65 2.08
C 0.40 2.08 0.97
N 3.26 3.34 0.43
C 3.99 3.59 1.52
C 5.14 2.67 1.89
O 3.75 4.56 2.21
H 4.87 6.05 -2.02
H 5.06 5.17 -0.50
H 3.43 5.46 -1.17
H 4.99 4.04 -3.08
H 4.06 1.50 -0.15
H 1.48 2.39 -1.44
H 2.23 0.81 -1.56
H 2.04 -0.83 0.26
H 0.71 -1.60 2.21
H -0.81 -0.01 3.38
H -1.01 2.34 2.59
H 0.31 3.10 0.63
H 2.50 3.99 0.29
H 5.85 2.61 1.07
H 4.74 1.68 2.12
H 5.63 3.07 2.77
C -4.98 0.52 -1.14
C -3.62 0.33 -1.06
C -2.98 -0.99 -1.39
O -1.56 -0.82 -1.42
C -3.35 -2.03 -0.32
C -3.07 -3.46 -0.79
C -3.60 -4.46 0.25
C -3.45 -5.90 -0.24
C -3.98 -6.88 0.81
H -5.65 -0.27 -1.45
H -5.42 1.48 -0.90
H -2.98 1.15 -0.75
H -3.34 -1.33 -2.37
H -1.24 -0.49 -0.56
H -2.80 -1.82 0.60
H -4.42 -1.95 -0.09
H -1.99 -3.61 -0.93
H -3.56 -3.64 -1.75
H -3.06 -4.33 1.19
H -4.66 -4.26 0.44
H -2.39 -6.11 -0.44
H -4.00 -6.03 -1.17
H -5.04 -6.69 1.01
H -3.87 -7.90 0.45
H -3.42 -6.77 1.75